An isolated ion of composition C4H9N2 and charge +1 in a non-equilibrium geometry, computed with the ωB97M-V functional and the def2-TZVPD basis.

Summary:
**Energy**: -266.97068 Eh
**SMILES**: C[C@@]1(C[NH3+])C=N1
**Energy relative to the best compared isomer or geometry (same formula, charge and spin)**: 80.7 kcal/mol
**Total charge**: +1
**HOMO-LUMO gap**: 0.3951 Eh
**Largest force on an atom**: 4.4 eV/Å

Each atom is followed by the atoms it is bonded to, with distances in Å.
Element x y z (Å)
1 N -1.26 0.09 1.32  C4 1.573, H9 1.048, H13 0.979, H15 1.076
2 N 1.54 0.01 0.71  C3 1.465, C6 1.262
3 C 0.60 -0.24 -0.38  N2 1.465, C4 1.540, C5 1.528, C6 1.458
4 C -0.76 -0.77 0.10  N1 1.573, C3 1.540, H7 1.056, H11 1.113
5 C 0.56 1.01 -1.27  C3 1.528, H8 1.092, H10 1.075, H14 1.226
6 C 1.87 -0.90 -0.10  N2 1.262, C3 1.458, H12 1.022
7 H -0.75 -1.76 0.46  C4 1.056
8 H 0.13 1.78 -0.63  C5 1.092
9 H -1.14 1.12 1.15  N1 1.048
10 H 1.49 1.29 -1.73  C5 1.075
11 H -1.69 -0.76 -0.51  C4 1.113
12 H 2.62 -1.48 -0.46  C6 1.022
13 H -0.67 -0.22 2.04  N1 0.979
14 H -0.24 0.88 -2.19  C5 1.226
15 H -2.31 -0.05 1.47  N1 1.076